Entry 1:
Density functional theory data (wB97M-V/def2-TZVPD) for 9 unconnected molecules or ions with the total composition C14H46O9.

Properties
Relative energy (zero: lowest compared OMol25 entry of this formula, charge and spin): 68.0 kcal/mol
Structure (SMILES): CCO.CCO.CCO.CCO.CCO.CO.CO.CO.CO
E_LUMO: 0.4 eV
Net charge: 0
Highest occupied orbital energy: -9.74 eV

Last column: natural (NBO) charge in e.
Positions of all 69 atoms, in Å:
C (-0.361, -0.691, -1.144)  -0.653
C (-0.565, -0.998, 0.327)  -0.072
O (0.728, -1.473, 0.810)  -0.790
H (0.370, 0.050, -1.467)  0.213
H (-1.366, -0.493, -1.528)  0.221
H (0.045, -1.569, -1.655)  0.211
H (-1.250, -1.836, 0.439)  0.174
H (-0.823, -0.149, 0.959)  0.190
H (1.391, -0.869, 0.448)  0.497
C (2.500, 3.279, 3.459)  -0.618
C (1.571, 2.554, 2.506)  -0.066
O (0.238, 2.610, 2.987)  -0.742
H (2.188, 4.299, 3.675)  0.208
H (3.472, 3.271, 2.956)  0.201
H (2.689, 2.715, 4.375)  0.205
H (1.903, 1.515, 2.486)  0.178
H (1.719, 3.079, 1.557)  0.141
H (-0.323, 2.039, 2.452)  0.487
C (3.622, -5.988, 0.209)  -0.619
C (2.408, -5.202, 0.720)  -0.062
O (1.868, -4.442, -0.338)  -0.739
H (4.393, -5.352, -0.220)  0.208
H (3.298, -6.722, -0.531)  0.203
H (4.047, -6.534, 1.052)  0.207
H (2.755, -4.542, 1.523)  0.166
H (1.723, -5.893, 1.221)  0.151
H (1.205, -3.823, -0.012)  0.482
C (-2.723, 3.076, 0.179)  -0.626
C (-3.276, 2.015, 1.161)  -0.057
O (-2.200, 1.322, 1.737)  -0.742
H (-3.610, 3.586, -0.192)  0.213
H (-2.149, 2.619, -0.629)  0.197
H (-1.997, 3.724, 0.670)  0.219
H (-3.925, 1.321, 0.614)  0.159
H (-3.971, 2.568, 1.803)  0.164
H (-2.437, 0.419, 1.961)  0.482
C (-4.308, 2.744, -3.148)  -0.630
C (-3.670, 1.362, -3.223)  -0.051
O (-4.620, 0.332, -3.306)  -0.737
H (-3.544, 3.475, -3.409)  0.208
H (-4.635, 2.799, -2.104)  0.198
H (-5.228, 2.998, -3.674)  0.223
H (-3.037, 1.219, -2.342)  0.150
H (-3.041, 1.405, -4.124)  0.144
H (-4.158, -0.511, -3.312)  0.490
C (3.399, -0.176, -0.752)  -0.263
O (2.671, 0.689, 0.116)  -0.772
H (3.035, 0.033, -1.764)  0.154
H (4.488, -0.099, -0.833)  0.173
H (3.204, -1.214, -0.481)  0.186
H (2.662, 1.569, -0.310)  0.505
C (-3.504, -2.994, -1.950)  -0.252
O (-2.914, -2.157, -2.891)  -0.740
H (-2.778, -3.543, -1.337)  0.168
H (-4.043, -2.338, -1.256)  0.180
H (-4.240, -3.702, -2.351)  0.171
H (-2.188, -2.607, -3.333)  0.481
C (1.617, 2.971, -2.150)  -0.262
O (2.601, 3.118, -1.127)  -0.762
H (2.040, 2.137, -2.720)  0.183
H (0.624, 2.706, -1.800)  0.186
H (1.673, 3.740, -2.922)  0.188
H (2.814, 3.998, -0.812)  0.496
C (2.068, -1.021, 4.048)  -0.253
O (2.071, -2.267, 3.362)  -0.747
H (1.125, -0.490, 3.897)  0.167
H (2.072, -1.128, 5.136)  0.173
H (2.947, -0.430, 3.790)  0.162
H (1.643, -2.105, 2.512)  0.492

Entry 2:
Density functional theory data (wB97M-V/def2-TZVPD) for a gas-phase ion, C6H4N3O2S (charge -1).

Properties
Relative energy (zero: lowest compared OMol25 entry of this formula, charge and spin): 7.0 kcal/mol
E_LUMO: 3.6 eV
Net charge: -1
Highest occupied orbital energy: -2.59 eV

Last column: natural (NBO) charge in e.
Positions of all 16 atoms, in Å:
C (2.062, -1.045, -0.284)  -0.410
C (2.495, -2.285, -0.409)  0.652
C (-0.065, 0.399, 0.806)  0.068
C (-2.186, 0.814, -0.783)  -0.354
C (-0.996, 0.451, -1.370)  -0.022
C (-2.298, 0.583, 0.646)  0.000
N (1.062, -0.541, -1.098)  -0.407
N (-1.223, 0.466, 1.432)  -0.439
N (0.054, 0.041, -0.527)  -0.130
O (1.418, 1.705, 2.769)  -1.009
O (2.804, -3.412, -0.608)  -0.531
S (1.430, 1.208, 1.350)  0.744
H (2.367, -0.477, 0.650)  0.218
H (-3.049, 1.167, -1.236)  0.210
H (-0.582, 0.186, -2.369)  0.235
H (-3.293, 0.740, 1.032)  0.175

Entry 3:
Density functional theory data (wB97M-V/def2-TZVPD) for a molecular structure, C35H45ClIN5OS2SbSi3V.

Properties
Relative energy (zero: lowest compared OMol25 entry of this formula, charge and spin): 3.6 kcal/mol
E_LUMO: -6.3 eV
Net charge: +2
Highest occupied orbital energy: -13.06 eV

Last column: Löwdin charge in e.
Positions of all 95 atoms, in Å:
V (0.103, 0.281, 0.034)  0.842
C (-0.670, 0.246, 4.838)  -0.290
Sb (0.197, -0.666, 3.091)  1.476
C (-0.503, 0.813, 1.638)  -0.356
C (-1.058, 2.109, 2.000)  -0.324
C (-0.242, 3.239, 2.023)  -0.035
C (-0.770, 4.480, 2.298)  0.005
C (-2.133, 4.595, 2.549)  -0.002
C (-2.900, 3.463, 2.498)  -0.073
N (-2.390, 2.234, 2.234)  0.016
Si (-3.761, 0.960, 1.860)  0.588
C (-5.109, 1.401, 3.065)  -0.153
C (-3.287, -0.818, 2.069)  -0.157
C (-4.093, 1.349, 0.079)  -0.134
C (2.312, 0.051, 3.025)  -0.516
C (2.775, 0.573, 1.696)  -0.342
C (4.110, 0.995, 1.590)  -0.036
C (4.664, 1.416, 0.405)  0.005
C (3.889, 1.403, -0.749)  -0.017
C (2.603, 0.958, -0.623)  -0.135
N (2.037, 0.574, 0.547)  0.007
Si (3.212, -1.698, 3.174)  0.440
C (2.919, -2.561, 1.542)  -0.174
C (2.492, -2.742, 4.559)  -0.183
C (5.045, -1.579, 3.498)  -0.151
Si (2.770, 1.146, 4.556)  0.471
C (1.829, 2.769, 4.623)  -0.168
C (4.550, 1.730, 4.688)  -0.169
C (2.448, 0.123, 6.091)  -0.166
H (-1.734, 0.362, 4.627)  -0.002
H (-0.254, 1.199, 5.143)  -0.005
H (-0.573, -0.469, 5.652)  0.014
H (0.810, 3.113, 1.806)  0.126
H (-0.133, 5.354, 2.308)  0.135
H (-2.596, 5.546, 2.766)  0.129
H (-3.967, 3.506, 2.657)  0.112
H (-5.587, 0.481, 3.405)  0.050
H (-5.885, 2.021, 2.614)  0.052
H (-4.742, 1.915, 3.954)  0.045
H (-3.119, -1.115, 3.104)  0.041
H (-2.452, -1.148, 1.457)  -0.005
H (-4.173, -1.367, 1.729)  0.064
H (-4.284, 2.410, -0.091)  0.044
H (-4.956, 0.790, -0.286)  0.055
H (-3.228, 1.061, -0.527)  0.021
H (4.723, 0.962, 2.471)  0.072
H (5.697, 1.735, 0.375)  0.132
H (4.274, 1.706, -1.711)  0.124
H (1.971, 0.882, -1.501)  0.090
H (1.852, -2.701, 1.351)  -0.030
H (3.375, -3.553, 1.573)  0.057
H (3.348, -2.032, 0.689)  0.039
H (1.416, -2.671, 4.723)  0.002
H (2.984, -2.546, 5.511)  0.034
H (2.689, -3.784, 4.295)  0.050
H (5.608, -1.120, 2.686)  0.040
H (5.409, -2.604, 3.597)  0.054
H (5.285, -1.069, 4.430)  0.026
H (2.302, 3.505, 3.970)  0.042
H (1.920, 3.148, 5.644)  0.054
H (0.773, 2.734, 4.383)  -0.007
H (4.802, 2.505, 3.964)  0.041
H (5.313, 0.955, 4.655)  0.024
H (4.617, 2.198, 5.675)  0.056
H (1.570, -0.519, 6.053)  0.006
H (2.325, 0.796, 6.941)  0.054
H (3.308, -0.513, 6.310)  0.039
Cl (-3.220, -4.510, -3.862)  0.766
C (-2.376, -3.619, -2.654)  -0.588
C (-2.058, -4.219, -1.467)  -0.135
C (-1.346, -3.517, -0.461)  -0.637
I (-0.813, -4.484, 1.291)  1.020
C (-0.981, -2.223, -0.691)  -0.393
O (-0.281, -1.438, 0.157)  -0.313
C (-1.339, -1.586, -1.894)  -0.165
N (-0.968, -0.283, -1.970)  0.078
C (-1.229, 0.365, -3.083)  -0.083
C (-1.876, -0.236, -4.178)  -0.002
C (-2.282, -1.540, -4.092)  0.023
C (-2.021, -2.264, -2.909)  -0.148
H (-2.342, -5.248, -1.297)  0.105
H (-0.929, 1.404, -3.129)  0.098
H (-2.055, 0.347, -5.070)  0.122
H (-2.796, -2.020, -4.913)  0.111
S (3.275, -2.696, -3.885)  1.064
C (2.734, -3.745, -2.654)  -0.369
C (1.990, -3.053, -1.754)  -0.250
N (1.841, -1.714, -2.014)  -0.021
C (2.474, -1.408, -3.113)  -0.495
H (2.983, -4.792, -2.651)  0.078
H (1.533, -3.481, -0.875)  0.080
H (2.492, -0.414, -3.538)  0.073
S (-1.589, 4.134, -1.707)  0.790
C (-0.849, 2.878, -1.139)  -0.892
N (-0.277, 1.932, -0.681)  -0.063

Entry 4:
Density functional theory data (wB97M-V/def2-TZVPD) for 5 unconnected molecules or ions with the total composition C24H48N8O7.

Properties
Structure (SMILES): CCCCCCCC1=CC(=O)C(OCCC)=C([C@H](C)CC)C1=O.NC(N)=O.NC(N)=O.NC(N)=O.NC(N)=O
E_LUMO: -1.7 eV
Net charge: 0
Highest occupied orbital energy: -9.48 eV

Last column: Löwdin charge in e.
Positions of all 87 atoms, in Å:
C (5.056, -4.035, -1.400)  -0.159
C (4.951, -2.429, -1.814)  -0.252
C (5.623, -1.434, -0.656)  -0.210
C (4.542, -0.421, 0.047)  -0.210
C (4.202, -0.791, 1.631)  -0.204
C (2.594, -1.136, 1.805)  -0.190
C (1.669, 0.231, 2.078)  -0.127
C (0.343, 0.067, 1.125)  -0.088
C (-0.170, 1.132, 0.173)  0.040
C (-1.512, 0.691, -0.722)  -0.145
O (-2.492, 1.559, -1.039)  -0.062
C (-1.495, -0.904, -1.228)  -0.078
O (-1.911, -1.337, -2.575)  -0.130
C (-0.969, -0.732, -3.530)  -0.187
C (0.563, -1.313, -3.461)  -0.230
C (0.846, -2.643, -4.376)  -0.138
C (-0.983, -1.969, -0.276)  0.025
C (-0.877, -3.554, -0.684)  -0.279
C (-2.273, -4.232, -1.213)  -0.082
C (-0.249, -4.524, 0.494)  -0.231
C (0.504, -5.869, -0.078)  -0.138
C (-0.497, -1.377, 1.211)  -0.146
O (-0.782, -1.969, 2.380)  -0.012
H (4.415, -4.248, -0.445)  0.070
H (6.184, -4.354, -1.247)  0.081
H (4.629, -4.716, -2.264)  0.070
H (5.545, -2.338, -2.843)  0.107
H (3.828, -2.177, -2.030)  0.080
H (6.179, -2.143, 0.095)  0.104
H (6.433, -0.792, -1.247)  0.110
H (4.940, 0.704, 0.063)  0.110
H (3.565, -0.442, -0.636)  0.099
H (4.789, -1.808, 1.841)  0.115
H (4.611, -0.006, 2.396)  0.085
H (2.249, -1.566, 0.747)  0.104
H (2.373, -1.985, 2.583)  0.119
H (1.433, 0.400, 3.212)  0.130
H (2.310, 1.117, 1.600)  0.127
H (0.372, 2.163, 0.059)  0.127
H (-1.384, -0.976, -4.619)  0.148
H (-0.963, 0.449, -3.448)  0.131
H (1.263, -0.453, -3.901)  0.123
H (0.965, -1.534, -2.384)  0.094
H (0.090, -3.486, -4.077)  0.075
H (0.843, -2.355, -5.511)  0.083
H (1.941, -3.018, -4.094)  0.080
H (-0.105, -3.614, -1.591)  0.125
H (-2.422, -5.311, -0.754)  0.090
H (-3.165, -3.500, -1.015)  0.093
H (-2.164, -4.368, -2.393)  0.090
H (0.535, -3.969, 1.189)  0.104
H (-1.147, -4.861, 1.164)  0.118
H (1.326, -6.164, 0.733)  0.082
H (1.094, -5.684, -1.077)  0.076
H (-0.226, -6.806, -0.130)  0.083
C (4.705, 0.314, 5.473)  -0.704
O (4.636, -0.470, 4.540)  0.013
N (4.253, 0.020, 6.705)  0.154
N (5.240, 1.543, 5.352)  0.155
H (4.301, 0.653, 7.486)  0.100
H (3.842, -0.894, 6.839)  0.115
H (5.593, 1.804, 4.441)  0.112
H (5.306, 2.202, 6.109)  0.100
C (-5.576, 3.858, -3.438)  -0.723
O (-6.546, 4.539, -3.733)  0.015
N (-5.380, 3.370, -2.200)  0.169
N (-4.617, 3.536, -4.324)  0.149
H (-4.588, 2.808, -1.937)  0.075
H (-6.079, 3.590, -1.502)  0.093
H (-4.726, 3.884, -5.268)  0.110
H (-3.811, 2.977, -4.100)  0.094
C (-6.504, 6.003, 0.286)  -0.725
O (-7.350, 5.125, 0.223)  0.021
N (-6.014, 6.459, 1.453)  0.139
N (-5.987, 6.595, -0.806)  0.166
H (-5.318, 7.181, 1.525)  0.105
H (-6.376, 6.040, 2.299)  0.109
H (-6.329, 6.282, -1.705)  0.097
H (-5.291, 7.320, -0.775)  0.101
C (-2.879, 3.923, 2.859)  -0.718
O (-2.477, 4.306, 3.946)  0.016
N (-2.199, 3.046, 2.100)  0.161
N (-4.039, 4.344, 2.323)  0.153
H (-2.513, 2.718, 1.202)  0.067
H (-1.320, 2.704, 2.467)  0.100
H (-4.582, 5.005, 2.862)  0.086
H (-4.387, 4.040, 1.429)  0.096

What did the second record say?
Density functional theory data (wB97M-V/def2-TZVPD) for a gas-phase ion, C6H4N3O2S (charge -1).

Properties
Relative energy (zero: lowest compared OMol25 entry of this formula, charge and spin): 7.0 kcal/mol
E_LUMO: 3.6 eV
Net charge: -1
Highest occupied orbital energy: -2.59 eV

Last column: natural (NBO) charge in e.
Positions of all 16 atoms, in Å:
C (2.062, -1.045, -0.284)  -0.410
C (2.495, -2.285, -0.409)  0.652
C (-0.065, 0.399, 0.806)  0.068
C (-2.186, 0.814, -0.783)  -0.354
C (-0.996, 0.451, -1.370)  -0.022
C (-2.298, 0.583, 0.646)  0.000
N (1.062, -0.541, -1.098)  -0.407
N (-1.223, 0.466, 1.432)  -0.439
N (0.054, 0.041, -0.527)  -0.130
O (1.418, 1.705, 2.769)  -1.009
O (2.804, -3.412, -0.608)  -0.531
S (1.430, 1.208, 1.350)  0.744
H (2.367, -0.477, 0.650)  0.218
H (-3.049, 1.167, -1.236)  0.210
H (-0.582, 0.186, -2.369)  0.235
H (-3.293, 0.740, 1.032)  0.175